(1)
{
  "formula": "C18H57N3O9",
  "method": "wB97M-V/def2-TZVPD",
  "symbols": ["C", "O", "C", "C", "C", "N", "H", "H", "H", "H", "H", "H", "H", "H", "H", "H", "H", "C", "O", "C", "C", "C", "N", "H", "H", "H", "H", "H", "H", "H", "H", "H", "H", "H", "C", "O", "C", "C", "C", "N", "H", "H", "H", "H", "H", "H", "H", "H", "H", "H", "H", "C", "C", "O", "H", "H", "H", "H", "H", "H", "C", "C", "O", "H", "H", "H", "H", "H", "H", "C", "C", "O", "H", "H", "H", "H", "H", "H", "O", "H", "H", "O", "H", "H", "O", "H", "H"],
  "positions_angstrom": [[1.1284, 4.8007, 5.5627], [1.7212, 3.5393, 5.8240], [2.7205, 3.1026, 4.8985], [3.0820, 1.6145, 5.0581], [4.1901, 1.3459, 6.0184], [3.4913, 0.9424, 3.8636], [0.5733, 5.1344, 6.4394], [0.4376, 4.8196, 4.7198], [1.8142, 5.6379, 5.4321], [2.3219, 3.3415, 3.9125], [3.5130, 3.8033, 5.1612], [2.2173, 1.0868, 5.4606], [3.9823, 1.9126, 6.9260], [5.1963, 1.6728, 5.7564], [4.1780, 0.2857, 6.2713], [4.4961, 0.8998, 3.9562], [3.2746, 1.5780, 3.1091], [-5.1345, -7.9129, -0.6728], [-5.5192, -7.2202, 0.5500], [-5.0774, -5.8273, 0.6573], [-3.5832, -5.6389, 0.8989], [-3.2310, -6.2485, 2.2626], [-3.2812, -4.2312, 0.7962], [-5.2931, -8.9757, -0.4904], [-4.0494, -7.8717, -0.7679], [-5.6849, -7.6693, -1.5816], [-5.4157, -5.2853, -0.2258], [-5.5696, -5.2594, 1.4468], [-3.0771, -6.2334, 0.1382], [-2.1559, -6.1177, 2.3851], [-3.5771, -7.2770, 2.1600], [-3.8492, -5.7865, 3.0323], [-2.4905, -3.9270, 1.3460], [-4.1176, -3.7635, 1.1153], [2.7021, 6.7660, -6.3919], [1.6039, 5.8720, -6.0917], [0.9515, 5.9438, -4.8437], [0.8437, 4.5569, -4.1700], [-0.2260, 3.5888, -4.7883], [0.7667, 4.6943, -2.7184], [2.5136, 7.8052, -6.1226], [3.0677, 6.7371, -7.4184], [3.6109, 6.5260, -5.8400], [1.5300, 6.6100, -4.2039], [-0.0186, 6.4303, -4.9455], [1.8053, 4.0680, -4.3262], [-0.3429, 2.7417, -4.1124], [-0.0392, 3.0377, -5.7100], [-1.1515, 4.1063, -5.0406], [0.8280, 3.7524, -2.3590], [1.5952, 5.1646, -2.3828], [-4.8227, -0.7378, -3.6168], [-3.6675, -1.7489, -3.8188], [-2.7314, -1.5135, -2.7671], [-5.3944, -0.8626, -2.6972], [-5.5083, -0.9044, -4.4477], [-4.5037, 0.3012, -3.6994], [-3.2466, -1.6782, -4.8218], [-3.8557, -2.8216, -3.8640], [-3.0957, -1.8898, -1.9626], [-2.0074, 3.2511, 1.5917], [-3.1017, 2.6458, 0.7102], [-4.1130, 3.5143, 0.3559], [-1.6723, 4.1896, 1.1502], [-1.2339, 2.5021, 1.7614], [-2.5918, 3.3681, 2.5043], [-3.5634, 1.8167, 1.2464], [-2.7561, 2.3056, -0.2660], [-3.7823, 4.3109, -0.0656], [4.6969, -4.1427, -0.7362], [5.3800, -5.3293, -0.0918], [6.5072, -4.9074, 0.5843], [4.4140, -3.4561, 0.0616], [3.9771, -4.4604, -1.4905], [5.4618, -3.7449, -1.4033], [5.5738, -6.0956, -0.8424], [4.7693, -5.9525, 0.5615], [6.3165, -4.9497, 1.5242], [0.4239, -1.3903, 2.8818], [-0.1020, -0.8319, 3.4543], [1.3289, -1.1403, 3.0681], [1.2021, -0.7627, -0.8459], [0.4485, -0.9300, -1.4119], [0.9078, -1.0195, 0.0279], [4.3603, 1.5986, -0.4967], [4.8673, 1.9172, -1.2434], [3.8426, 0.8748, -0.8494]],
  "mulliken_charge": [-0.70, -0.33, -0.68, 0.74, -1.80, -0.59, 0.28, 0.22, 0.31, 0.40, 0.25, 0.14, 0.40, 0.45, 0.41, 0.28, 0.23, -0.70, -0.36, -0.85, 0.38, -1.25, -0.52, 0.27, 0.30, 0.28, 0.38, 0.45, 0.15, 0.39, 0.33, 0.31, 0.22, 0.25, -0.77, -0.32, -0.65, 0.59, -1.30, -0.72, 0.33, 0.27, 0.32, 0.37, 0.29, 0.13, 0.35, 0.35, 0.28, 0.26, 0.25, -0.85, -0.38, -0.47, 0.30, 0.32, 0.24, 0.28, 0.28, 0.27, -0.88, -0.30, -0.54, 0.35, 0.25, 0.27, 0.25, 0.29, 0.29, -0.86, -0.34, -0.51, 0.24, 0.33, 0.26, 0.26, 0.31, 0.32, -0.63, 0.30, 0.33, -0.60, 0.31, 0.30, -0.63, 0.31, 0.31],
  "relative_energy_ev": 2.687,
  "total_charge": 0,
  "smiles": "COC[C@H](C)N.COC[C@H](C)N.COC[C@H](C)N.CCO.CCO.CCO.O.O.O",
  "homo_lumo_gap_ev": 9.52,
  "energy_ha": -1561.21731,
  "spin_multiplicity": 1
}

---

(2)
{
  "formula": "C28H34Cl2F9GeMoN4O3S3SeSi3",
  "method": "wB97M-V/def2-TZVPD",
  "symbols": ["Mo", "S", "C", "S", "C", "C", "N", "C", "N", "Cl", "C", "C", "C", "C", "C", "Cl", "C", "S", "H", "H", "H", "Se", "C", "N", "F", "C", "F", "F", "C", "O", "C", "F", "F", "F", "C", "F", "F", "F", "C", "Si", "C", "C", "Ge", "Si", "C", "C", "C", "Si", "C", "C", "C", "H", "H", "H", "H", "H", "H", "H", "H", "H", "H", "H", "H", "H", "H", "H", "H", "H", "H", "H", "H", "H", "H", "H", "H", "H", "H", "H", "O", "C", "C", "C", "C", "O", "N", "H", "H", "H", "H"],
  "positions_angstrom": [[0.9657, -0.2224, 0.0487], [1.7438, -1.1168, -2.1176], [1.4219, 0.3959, -2.8552], [0.6365, 1.4691, -1.7670], [1.7275, 0.7226, -4.1660], [1.4235, 1.9684, -4.7251], [1.1797, 2.9639, -5.2531], [2.3748, -0.1623, -5.0364], [2.8979, -0.8422, -5.8065], [2.9276, -3.0156, 0.0995], [1.7975, -4.3201, 0.0991], [2.2967, -5.6094, 0.1724], [1.4428, -6.6953, 0.1718], [0.0761, -6.4849, 0.1352], [-0.4141, -5.1979, 0.0690], [-2.1227, -5.0059, 0.0340], [0.4174, -4.0667, 0.0227], [-0.3213, -2.5024, -0.1881], [3.3640, -5.7440, 0.2322], [1.8376, -7.6976, 0.2036], [-0.6149, -7.3124, 0.1640], [2.4736, -2.0673, 4.1940], [1.8336, -1.4633, 2.7194], [1.3535, -1.1049, 1.7105], [4.8381, 2.8766, 0.4155], [5.0631, 1.6872, 0.9738], [4.3993, 1.6629, 2.1314], [6.3733, 1.7247, 1.3085], [4.6661, 0.4456, 0.0949], [3.4588, 0.0189, 0.3320], [5.7577, -0.6313, 0.4345], [5.9281, -0.7726, 1.7528], [6.9763, -0.3365, -0.0701], [5.4570, -1.8332, -0.0416], [4.9141, 0.8342, -1.3959], [5.1503, -0.2423, -2.1581], [3.8676, 1.4538, -1.9199], [5.9762, 1.6464, -1.5751], [-3.2356, 0.6490, 3.5200], [-2.9565, -0.4719, 1.9767], [-4.7484, -0.6629, 1.2790], [-2.3193, -2.1794, 2.5412], [-1.5955, 0.3651, -0.0003], [-2.7178, -0.5222, -2.0405], [-1.6961, -0.3352, -3.6516], [-4.3867, 0.3775, -2.4020], [-3.2125, -2.3744, -1.9492], [-2.2303, 2.7301, -0.1439], [-1.4248, 3.8219, 1.2129], [-1.9088, 3.6307, -1.8090], [-4.1059, 3.0140, 0.2112], [-3.6526, 0.0662, 4.3379], [-3.9097, 1.4765, 3.3168], [-2.2856, 1.0468, 3.8551], [-5.4264, -1.0260, 2.0449], [-4.7847, -1.3529, 0.4466], [-5.1260, 0.2893, 0.9253], [-2.8838, -2.5885, 3.3748], [-1.2805, -2.0937, 2.8454], [-2.3536, -2.8930, 1.7249], [-1.3777, 0.6932, -3.8010], [-2.2500, -0.6396, -4.5367], [-0.8035, -0.9543, -3.5959], [-4.2268, 1.4041, -2.7096], [-5.0229, 0.3846, -1.5252], [-4.9284, -0.1287, -3.1951], [-2.3266, -2.9962, -2.0055], [-3.8780, -2.6583, -2.7604], [-3.7076, -2.6114, -1.0133], [-0.4095, 4.0709, 0.9268], [-1.3911, 3.2885, 2.1586], [-1.9632, 4.7526, 1.3673], [-0.8460, 3.8013, -1.9493], [-2.4136, 4.5919, -1.8639], [-2.2471, 3.0323, -2.6493], [-4.3300, 2.8045, 1.2505], [-4.7387, 2.3849, -0.4004], [-4.3783, 4.0452, 0.0090], [-0.2750, 0.7369, 2.9000], [0.6210, 1.4741, 2.5256], [1.3040, 2.5345, 3.3805], [1.9692, 3.4268, 2.3465], [1.8550, 2.6105, 1.0504], [2.3079, 2.9480, -0.0185], [1.0877, 1.5086, 1.2626], [2.0307, 2.0312, 4.0207], [0.5721, 3.0413, 4.0082], [3.0131, 3.6559, 2.5491], [1.4498, 4.3782, 2.2078]],
  "mulliken_spin": [0.83, -0.07, 0.02, -0.01, 0.01, 0.00, 0.00, 0.00, 0.00, 0.00, 0.00, 0.00, 0.00, 0.00, 0.00, 0.00, 0.01, -0.06, 0.00, 0.00, 0.00, 0.02, 0.04, 0.07, 0.00, 0.00, 0.00, 0.00, 0.03, 0.00, 0.00, 0.00, 0.00, 0.00, 0.00, 0.00, 0.00, 0.00, 0.00, 0.00, -0.01, 0.00, 0.03, 0.01, 0.00, 0.00, 0.00, 0.01, 0.00, 0.00, 0.00, 0.00, 0.00, 0.00, 0.00, 0.00, 0.00, 0.00, 0.00, 0.00, 0.00, 0.00, 0.00, 0.00, 0.00, 0.00, 0.00, 0.00, 0.00, 0.00, 0.00, 0.00, 0.00, 0.00, 0.00, 0.00, 0.00, 0.00, 0.02, 0.03, 0.00, 0.00, 0.03, 0.01, -0.01, 0.00, 0.00, 0.00, 0.00],
  "total_charge": -2,
  "homo_lumo_gap_ev": [5.61, 6.16],
  "s2": 0.7775,
  "energy_ha": -9961.17123,
  "spin_multiplicity": 2
}